1.
{"formula": "C10H11MgNS", "method": "ωB97M-V/def2-TZVPD", "symbols": ["Mg", "C", "H", "H", "H", "H", "H", "S", "C", "C", "C", "C", "C", "C", "C", "C", "C", "N", "H", "H", "H", "H", "H", "H"], "xyz": [[-0.097, -0.590, -0.831], [-1.830, -1.230, -4.536], [-1.720, -0.560, -3.506], [-1.734, -2.323, -4.576], [-0.766, -0.935, -4.667], [-2.250, -0.751, -5.386], [-2.519, -1.109, -3.526], [2.662, 2.051, 1.504], [3.286, 2.215, -0.108], [2.581, 1.437, -1.037], [1.569, 0.659, -0.424], [1.489, 0.866, 0.944], [0.491, 0.251, 1.805], [0.365, 0.458, 3.182], [-0.662, -0.171, 3.879], [-1.623, -0.922, 3.183], [-1.478, -1.101, 1.808], [-0.411, -0.568, 1.196], [4.108, 2.904, -0.319], [2.790, 1.405, -2.115], [1.099, 1.101, 3.675], [-0.738, -0.062, 4.970], [-2.451, -1.360, 3.711], [-2.160, -1.664, 1.175]], "e_lumo_ha": 0.007, "max_force_ev_per_a": 2.67, "gap_ev": 4.826, "multiplicity": 1, "relative_energy_ev": 0.440, "charge": 0, "homo_energy_ev": -4.63}



2.
{"formula": "C10H11N", "method": "ωB97M-V/def2-TZVPD", "symbols": ["C", "C", "C", "C", "C", "C", "C", "C", "C", "C", "N", "H", "H", "H", "H", "H", "H", "H", "H", "H", "H", "H"], "xyz": [[-2.159, -1.331, 0.024], [-3.040, -0.268, 0.084], [-0.871, -0.799, -0.029], [-0.990, 0.628, -0.013], [0.470, -1.363, -0.094], [0.115, 1.400, -0.050], [1.478, -0.427, -0.260], [0.634, -2.729, -0.124], [0.452, 2.817, -0.173], [2.853, -0.271, 0.211], [-2.351, 0.900, 0.046], [-2.434, -2.366, 0.030], [-4.111, -0.283, 0.156], [1.603, -3.184, -0.209], [-0.219, -3.380, -0.101], [0.801, 3.201, 0.789], [-0.399, 3.426, -0.498], [1.265, 2.947, -0.888], [3.396, -1.202, 0.020], [2.903, -0.073, 1.287], [3.365, 0.540, -0.309], [-2.760, 1.817, 0.100]], "e_lumo_ha": [0.006, -0.003], "max_force_ev_per_a": 4.35, "gap_ev": [7.426, 5.874], "multiplicity": 1, "relative_energy_ev": 5.227, "charge": 0, "homo_energy_ev": [-7.27, -5.96]}



3.
{"formula": "C10H11N", "method": "ωB97M-V/def2-TZVPD", "symbols": ["C", "C", "C", "C", "C", "C", "C", "C", "C", "C", "N", "H", "H", "H", "H", "H", "H", "H", "H", "H", "H", "H"], "xyz": [[-0.654, -3.915, 0.750], [-0.221, -2.791, 0.661], [0.163, -1.296, 0.392], [-0.473, -0.254, -0.555], [0.129, 0.705, -1.289], [1.238, 0.639, -2.233], [-0.413, 1.987, -0.953], [-1.173, 1.881, 0.160], [-1.307, 0.441, 0.508], [-0.309, -0.341, 1.508], [0.760, 0.484, 2.036], [-0.898, -4.863, 0.765], [1.290, -1.396, 0.049], [1.725, -0.252, -2.118], [1.948, 1.517, -2.222], [1.154, 0.677, -3.272], [-0.047, 2.943, -1.364], [-1.813, 2.607, 0.729], [-2.284, 0.017, 0.564], [-0.829, -0.617, 2.388], [1.593, 0.339, 1.439], [0.421, 1.488, 2.058]], "e_lumo_ha": 0.029, "max_force_ev_per_a": 5.29, "gap_ev": 9.255, "multiplicity": 1, "relative_energy_ev": 5.217, "smiles": "C#C[C@H]1C2=C(C)C=C[C@@H]2[C@@H]1N", "charge": 0, "homo_energy_ev": -8.47}



Question: Which formula does entry 2 have?
Answer: C10H11N